The following is a quantum chemistry calculation of a 16-piece molecular cluster, C33H98O38S11 overall, from OMol25.

CARTESIAN COORDINATES (ANGSTROEM)
O1 15.4855 12.8045 17.5770
H1 15.5784 12.0203 18.1461
H2 14.5316 12.8333 17.3579
O2 16.1794 20.6217 16.5298
H3 15.4151 20.8079 17.0907
H4 16.7456 20.0470 17.0987
O3 18.0996 21.5594 15.0284
H5 17.8569 22.2543 14.4166
H6 17.3414 21.4922 15.6210
O4 20.8065 22.1760 15.4864
H7 21.2431 21.2861 15.5052
H8 19.8695 21.9187 15.3939
O5 20.5579 15.3639 14.2384
H9 19.8180 15.1332 14.8635
H10 21.1765 14.7403 14.5020
O6 13.4810 20.2531 18.3548
S1 13.5355 19.1167 19.2332
O7 13.2564 19.2896 20.6066
O8 12.5026 18.0708 18.7590
C1 12.1655 17.9136 17.3492
C2 10.6945 18.4404 17.0874
C3 15.0472 18.2403 19.1360
H11 12.3964 16.9006 17.0814
H12 12.8044 18.5726 16.7532
H13 9.9856 18.1132 17.8552
H14 10.3089 18.1543 16.0977
H15 10.6609 19.5221 17.0765
H16 15.2479 17.9986 18.0917
H17 14.9564 17.3788 19.8092
H18 15.8343 18.8702 19.4747
O9 15.0967 16.0028 8.6753
S2 14.6379 16.2483 10.0309
O10 13.9785 15.2223 10.7915
O11 15.7976 16.8612 10.9027
C4 17.0724 17.1864 10.3149
C5 18.1733 17.0340 11.3542
C6 13.3617 17.5457 9.9830
H19 16.9998 18.2092 9.9431
H20 17.2049 16.5312 9.4266
H21 17.8870 16.2612 12.0209
H22 18.4295 17.9446 11.9372
H23 19.1010 16.6936 10.8576
H24 13.8223 18.3848 9.4766
H25 13.0589 17.8213 10.9864
H26 12.6460 16.9906 9.4376
O12 18.2275 19.7605 18.6432
S3 19.3723 19.7489 19.5210
O13 19.2456 19.4435 20.9257
O14 20.2369 18.6037 18.8767
C7 21.4260 18.1458 19.5451
C8 21.8806 17.0063 18.6599
C9 20.2969 21.2755 19.2450
H27 21.1565 17.9311 20.5732
H28 22.1575 19.0140 19.6433
H29 22.1618 17.3641 17.6904
H30 21.0594 16.2378 18.6987
H31 22.8067 16.6395 19.0250
H32 21.3081 21.0769 19.6418
H33 19.7871 22.1737 19.6067
H34 20.3392 21.4810 18.1754
O15 20.3449 13.5255 18.1940
S4 20.1557 12.5847 17.1128
O16 20.6894 12.8224 15.7698
O17 20.7734 11.2199 17.5224
C10 20.8623 10.7588 18.9009
C11 21.7620 9.5802 18.9421
C12 18.4119 12.2556 17.0950
H35 19.8405 10.5755 19.3216
H36 21.3133 11.5654 19.4513
H37 21.8392 9.2863 19.9719
H38 22.7204 9.7921 18.5832
H39 21.5038 8.7015 18.3824
H40 18.2399 11.3461 16.4704
H41 17.8953 13.1162 16.6174
H42 18.1011 12.0777 18.1305
O18 25.2593 13.9332 12.7755
S5 24.4171 13.8431 13.9333
O19 24.9263 13.2285 15.1556
O20 24.1401 15.3323 14.2636
C13 23.9169 15.6568 15.6865
C14 25.2222 16.1700 16.3666
C15 22.8761 13.0636 13.4902
H43 23.4311 14.7847 16.1696
H44 23.1192 16.3984 15.7301
H45 25.9155 15.3713 16.6183
H46 25.0051 16.7359 17.2741
H47 25.8131 16.8938 15.7608
H48 22.2964 13.8365 12.9374
H49 22.3584 12.5837 14.2812
H50 23.1964 12.3134 12.7273
O21 22.8551 20.5786 16.9670
S6 24.2000 20.2670 17.2970
O22 24.5134 19.4230 18.3926
O23 24.9249 19.7086 16.0106
C16 24.1777 19.3153 14.7909
C17 24.1607 20.5341 13.8530
C18 25.0895 21.7887 17.6104
H51 23.1083 19.0748 15.0030
H52 24.7112 18.4883 14.3210
H53 23.7153 20.1743 12.9590
H54 25.2394 20.8213 13.5725
H55 23.6046 21.2840 14.3750
H56 24.9303 22.4649 16.7867
H57 26.1847 21.4575 17.7627
H58 24.6517 22.2261 18.4735
O24 16.5677 10.1107 22.6799
S7 17.4105 10.8563 21.7923
O25 17.3802 10.5669 20.3829
O26 17.3143 12.4156 22.0765
C19 16.7371 13.2084 21.0483
C20 17.3170 14.6318 21.3111
C21 19.0695 10.6999 22.3888
H59 15.6194 13.1595 21.0900
H60 17.1786 12.7317 20.1398
H61 17.0931 14.8739 22.3523
H62 16.7869 15.3032 20.6801
H63 18.3433 14.6393 21.0913
H64 19.8850 10.7582 21.6206
H65 19.1346 9.7479 22.8282
H66 19.2496 11.4602 23.1227
O27 20.7544 24.6899 19.2697
S8 22.1566 24.4449 19.4550
O28 22.4913 23.0987 19.9287
O29 22.9224 24.8823 18.1865
C22 22.5262 24.4535 16.9192
C23 23.5692 24.7085 15.9151
C24 22.9530 25.5746 20.5574
H67 21.5302 24.8470 16.7137
H68 22.3077 23.4147 16.9829
H69 24.4105 24.0145 16.1329
H70 23.9590 25.7605 15.9809
H71 23.1131 24.4975 14.9661
H72 22.8190 25.2327 21.5892
H73 22.5431 26.5746 20.5585
H74 23.9863 25.6136 20.1731
O30 17.0537 14.0678 11.2976
S9 17.6286 12.8088 11.7244
O31 16.8849 11.6396 11.9915
O32 18.6413 12.2799 10.5996
C25 19.4463 13.3381 10.0568
C26 20.0528 12.6981 8.8416
C27 18.6561 13.0924 13.1461
H75 20.2707 13.5167 10.7594
H76 18.9026 14.2431 9.8725
H77 20.8528 13.3282 8.5193
H78 19.3024 12.6867 8.1096
H79 20.4387 11.7539 9.1314
H80 18.0357 13.3287 13.9795
H81 19.3971 13.8684 12.8561
H82 19.2110 12.1285 13.2606
O33 12.9168 12.4785 17.1332
S10 11.9435 13.3372 16.4913
O34 11.0215 14.1051 17.2574
O35 12.6719 14.4540 15.7076
C28 13.6019 13.9183 14.6221
C29 14.8012 14.7330 14.5828
C30 11.0474 12.2906 15.4114
H83 13.0379 14.1249 13.6871
H84 13.7709 12.8688 14.8210
H85 15.5485 14.4215 15.3725
H86 14.5509 15.8201 14.6294
H87 15.3043 14.5285 13.6537
H88 10.5022 13.0038 14.8016
H89 10.2702 11.7988 15.9039
H90 11.7179 11.6053 14.8602
O36 16.5113 17.0296 16.2140
S11 17.7376 16.3608 16.4274
O37 17.9805 15.1588 15.6485
O38 18.9198 17.3284 16.2848
C31 18.9043 18.2678 15.1935
C32 20.2761 18.8183 15.0145
C33 17.8833 16.0798 18.0916
H91 18.1615 19.0346 15.3444
H92 18.6311 17.6867 14.3288
H93 20.9789 17.9966 14.6438
H94 20.6777 19.1121 16.0140
H95 20.1072 19.6626 14.2942
H96 18.7741 15.6620 18.4641
H97 17.0627 15.3512 18.1801
H98 17.6970 16.9563 18.6561

Summary:
Kohn-Sham gap, Eh: 0.40631
Relative energy (zero: lowest compared OMol25 entry of this formula, charge and spin), eV: 0.536


The following is a quantum chemistry calculation of a 14-piece molecular cluster, C33H99N15O14 overall, from OMol25.

CARTESIAN COORDINATES (ANGSTROEM)
C1 6.2448 -17.7106 10.0468
C2 6.6987 -18.4934 11.2847
C3 6.0092 -19.9502 11.3261
O1 4.6067 -19.8514 11.1974
C4 3.9979 -21.0907 11.4704
N1 8.1461 -18.5054 11.3858
H1 5.1602 -17.6032 10.0603
H2 6.4355 -18.3126 9.1583
H3 6.6830 -16.7135 10.0037
H4 6.5207 -17.8569 12.1515
H5 6.4309 -20.5154 12.1572
H6 6.3719 -20.6030 10.5322
H7 2.9876 -20.7476 11.2476
H8 4.2449 -21.3552 12.4986
H9 4.3052 -21.9139 10.8255
H10 8.4810 -19.1402 12.0964
H11 8.4321 -18.8858 10.4950
C5 6.2482 -20.6482 26.6348
C6 5.4064 -21.3185 25.5929
C7 6.2067 -21.8227 24.4185
O2 5.4992 -22.4331 23.3735
C8 4.4921 -21.6746 22.6029
N2 4.8976 -22.5559 26.1184
H12 5.7768 -20.2474 27.5322
H13 6.8688 -19.8304 26.2687
H14 6.9787 -21.3397 27.0547
H15 4.6775 -20.6426 25.1458
H16 6.9656 -22.5505 24.7057
H17 6.8215 -21.0070 24.0381
H18 4.9916 -20.7618 22.2782
H19 3.6803 -21.4495 23.2946
H20 4.0473 -22.1898 21.7515
H21 4.3145 -22.3680 26.9214
H22 4.2786 -22.8394 25.3723
C9 -3.9809 -26.3814 12.8029
C10 -2.8672 -25.3080 12.9046
C11 -2.2053 -25.1547 14.2740
O3 -1.3729 -23.9660 14.3901
C12 -0.8413 -23.9317 15.7495
N3 -1.7839 -25.6727 12.0020
H23 -4.8154 -26.2005 13.4804
H24 -3.6648 -27.3782 13.1104
H25 -4.3256 -26.2310 11.7799
H26 -3.2730 -24.3269 12.6583
H27 -1.7253 -26.0785 14.5970
H28 -3.0576 -24.9451 14.9204
H29 -1.7088 -23.8368 16.4025
H30 -0.2188 -23.0394 15.8156
H31 -0.2107 -24.7678 16.0516
H32 -1.6154 -26.6655 12.0803
H33 -0.9591 -25.2918 12.4432
C13 8.7542 -18.1854 16.9104
C14 7.8794 -17.0386 16.3886
C15 8.0316 -16.8015 14.8512
O4 7.7943 -15.3830 14.4915
C16 7.9690 -15.1778 13.0934
N4 6.5212 -17.0417 16.7776
H34 8.5142 -18.3969 17.9524
H35 9.8239 -18.0191 16.7829
H36 8.5582 -19.1522 16.4469
H37 8.1930 -16.0677 16.7719
H38 7.3125 -17.4653 14.3714
H39 9.0120 -17.1012 14.4810
H40 8.2895 -14.1385 13.0208
H41 7.1566 -15.2251 12.3682
H42 8.8496 -15.7055 12.7271
H43 5.9962 -17.8995 16.6842
H44 6.0618 -16.4784 16.0764
C17 4.0977 -22.0785 16.0537
C18 3.5656 -21.6185 17.4068
C19 4.2036 -20.2973 18.0178
O5 3.8159 -20.0830 19.3590
C20 4.2479 -18.9889 20.0718
N5 2.0699 -21.4804 17.3665
H45 3.6527 -21.4975 15.2459
H46 3.7954 -23.1094 15.8692
H47 5.1768 -22.1813 15.9401
H48 3.7692 -22.2866 18.2436
H49 3.9515 -19.4258 17.4136
H50 5.2921 -20.3533 18.0153
H51 5.3167 -18.8978 19.8785
H52 4.0299 -18.9738 21.1397
H53 3.7792 -18.0965 19.6572
H54 1.7574 -21.1064 18.2511
H55 1.6246 -22.3856 17.3176
C21 4.0467 -15.0364 18.6717
C22 5.5427 -14.8258 19.0081
O6 5.9507 -16.1123 19.2124
H56 3.7903 -15.3815 17.6700
H57 3.3186 -14.2804 18.9655
H58 3.7006 -15.8179 19.3481
H59 5.8556 -14.1999 19.8438
H60 6.1026 -14.3341 18.2126
H61 6.2549 -16.4312 18.3595
C23 -0.0327 -18.8577 14.0538
C24 0.8882 -19.7998 14.8230
O7 0.5188 -19.5848 16.1908
H62 0.3421 -17.8373 14.1333
H63 -1.0879 -18.7162 14.2875
H64 -0.0365 -19.1128 12.9940
H65 1.9612 -19.6173 14.7657
H66 0.6313 -20.8452 14.6521
H67 1.1478 -20.2059 16.5651
C25 7.9009 -25.4738 15.6382
C26 7.2749 -25.2836 17.0071
O8 7.9820 -24.4449 17.9875
H68 7.2597 -26.0738 14.9924
H69 8.9572 -25.7249 15.7339
H70 7.8825 -24.5046 15.1398
H71 6.9303 -26.2117 17.4633
H72 6.3279 -24.7536 16.9052
H73 7.6255 -24.6385 18.8576
C27 2.2214 -23.9547 13.5234
C28 1.2685 -24.1064 12.3462
O9 1.9763 -23.4577 11.2055
H74 1.8742 -24.5009 14.4004
H75 2.5022 -22.9146 13.6894
H76 3.1194 -24.5490 13.3548
H77 0.3825 -23.5117 12.5686
H78 0.9504 -25.1136 12.0773
H79 1.4138 -22.7002 11.0283
C29 7.7840 -21.1254 19.1852
O10 7.7648 -20.1229 19.8673
N6 8.5162 -21.2319 18.0958
N7 7.1062 -22.1192 19.5804
H80 8.6879 -22.1182 17.6430
H81 9.1302 -20.4612 17.8741
H82 6.9175 -22.9372 19.0190
H83 6.9781 -22.2290 20.5762
C30 -0.4135 -21.1234 19.8986
O11 0.5424 -21.3244 20.6111
N8 -0.8138 -19.9099 19.6389
N9 -1.1253 -21.9731 19.3005
H84 -1.4409 -19.8301 18.8512
H85 -0.0640 -19.2419 19.7467
H86 -0.9544 -22.9554 19.4618
H87 -1.7685 -21.6124 18.6104
C31 2.5951 -25.4082 19.3761
O12 3.6863 -25.8764 19.0050
N10 2.4368 -24.4459 20.1806
N11 1.4074 -25.8426 18.9531
H88 1.5187 -24.0365 20.2784
H89 3.2405 -23.9980 20.5974
H90 1.4443 -26.4688 18.1615
H91 0.6310 -25.2867 19.2821
C32 0.8495 -17.9686 22.2323
O13 1.0712 -16.8698 22.6396
N12 1.3310 -18.4918 21.1473
N13 0.1703 -18.9890 22.7404
H92 1.8431 -17.8366 20.5740
H93 1.1912 -19.4814 21.0017
H94 0.0729 -19.7677 22.1046
H95 -0.3478 -19.0050 23.6073
C33 -0.0491 -16.1986 17.6145
O14 0.2033 -15.2263 18.3159
N14 0.7385 -17.2535 17.5684
N15 -1.0446 -16.2897 16.8672
H96 1.5786 -17.1654 18.1221
H97 0.5769 -18.0774 17.0071
H98 -1.2044 -17.2254 16.5221
H99 -1.6650 -15.4936 16.8312

Summary:
Kohn-Sham gap (alpha / beta), Eh: 0.08222 / 0.32631
Multiplicity: 2
Total charge: -1